Record 1
Density functional theory data (wB97M-V/def2-TZVPD) for a structure of composition C22H34CaN4OSSe in a non-equilibrium geometry.

XYZ file:
```
64
Properties=species:S:1:pos:R:3:forces:R:3
Ca -0.3910 0.5398 -0.7989 0.87 1.81 -0.77
C -3.4099 2.8177 -2.3227 -0.48 0.04 0.41
C -2.6022 2.3646 -3.5424 0.57 0.23 -0.50
N -1.4304 1.5647 -3.1495 -0.53 1.40 0.94
C -0.7063 1.0219 -4.2505 0.35 1.31 -0.94
C 0.6659 0.4553 -3.8861 0.14 0.02 -0.99
N 0.7852 -0.3093 -2.6331 1.23 -0.18 0.53
C 0.9860 -1.7622 -2.7395 -0.31 0.16 -0.36
C -0.3798 -2.5201 -2.8469 1.45 0.34 0.76
C -1.0721 -2.7226 -1.4761 -1.08 0.06 -1.15
N -1.7067 -1.5092 -0.9537 -1.48 0.12 0.64
C -2.9491 -1.0561 -1.6630 -0.94 -1.16 1.09
C -3.6443 0.0263 -0.8569 0.41 1.03 -0.57
N -2.6553 1.0738 -0.5603 -0.62 0.15 1.55
C -2.8747 2.4868 -0.9305 0.89 0.62 -0.23
H -4.4794 2.5249 -2.4260 0.58 0.29 0.05
H -3.3395 3.9050 -2.3144 -0.51 0.11 0.02
H -2.3550 3.3244 -4.1544 0.01 -1.62 0.73
H -3.2439 1.7471 -4.1715 -0.06 -0.05 -0.28
H -0.7754 2.2645 -2.6589 -0.04 -0.52 -0.26
H -0.5067 1.8317 -5.0470 -0.17 -1.05 0.75
H -1.3894 0.3201 -4.6662 -0.33 -1.10 -0.97
H 1.2992 1.3465 -3.7608 -0.03 -0.39 0.02
H 1.0196 -0.1467 -4.7620 -0.10 0.26 0.59
H 1.6331 0.1022 -2.1822 -0.69 -0.11 -0.39
H 1.5517 -2.1349 -1.8573 -0.42 0.28 -0.29
H 1.6638 -1.9103 -3.5977 -0.44 -0.56 0.01
H -0.1799 -3.4788 -3.3090 -0.04 -0.45 0.13
H -1.0268 -2.0096 -3.5509 -0.22 0.29 0.01
H -0.4632 -3.1191 -0.6911 0.99 -0.11 0.25
H -1.8312 -3.4875 -1.6224 -0.33 -0.27 -0.10
H -1.9880 -1.6392 0.0399 0.36 -0.26 -0.89
H -3.7644 -1.8216 -1.8084 1.12 -0.08 0.04
H -2.6777 -0.6713 -2.6112 0.34 0.45 -0.96
H -4.0911 -0.3694 0.0620 0.02 -0.03 -0.10
H -4.4410 0.4754 -1.4685 0.04 -0.36 0.20
H -2.5341 1.1156 0.4568 -0.20 -0.07 -0.23
H -1.8507 2.9520 -0.8827 -0.69 -0.24 0.10
H -3.4898 2.9945 -0.1713 -0.08 -0.11 -0.25
O 0.4183 0.3860 1.2944 -0.22 -0.86 2.68
S 0.3143 0.0624 2.8203 0.23 0.94 -2.13
C 1.2725 -1.4468 3.0353 0.68 0.42 0.00
C 2.1560 -1.8584 2.0531 -0.10 -0.62 1.24
C 3.0944 -2.8258 2.4087 0.97 0.23 -1.98
C 3.2211 -3.2845 3.6906 0.29 -2.02 0.67
C 2.3298 -2.8849 4.6512 -0.15 0.02 1.42
C 1.3676 -1.9662 4.3108 -1.02 1.14 1.31
C 1.5103 1.1335 3.6376 0.45 0.29 0.27
C 2.6184 1.6681 2.9862 0.45 -0.46 -0.05
C 3.7555 1.9478 3.7561 0.03 0.32 -0.08
C 3.7415 1.7597 5.1381 1.27 -0.21 -0.27
C 2.5709 1.4815 5.7775 -0.91 -0.20 1.89
C 1.4395 1.2142 5.0268 -1.39 0.06 0.19
H 2.1294 -1.4129 1.0998 0.04 0.39 -1.06
H 3.8057 -3.1505 1.6213 -0.53 0.12 0.66
H 3.8819 -4.1209 3.9985 0.01 0.91 -0.66
H 2.4372 -3.2403 5.7032 -0.24 0.31 -1.04
H 0.7614 -1.4914 5.1066 0.19 -0.58 -0.49
H 2.5986 1.8061 1.9091 0.11 -0.16 -0.02
H 4.6811 2.3233 3.3107 -0.47 -0.22 -0.14
H 4.6652 1.7675 5.7298 -0.32 0.43 -0.41
H 2.5392 1.4376 6.9110 -0.09 0.13 -1.61
H 0.4382 1.1810 5.4916 0.67 -0.63 -0.05
Se 0.8966 2.9266 -1.7030 0.46 0.01 1.06
```
Forces are in eV/Å.

## Properties
Orbital gap ... 0.151 Eh
Relative energy (zero: lowest compared OMol25 entry of this formula, charge and spin) ... 82.79 kJ/mol
Energy ... -125992.371 eV

=====

Record 2
Density functional theory data (wB97M-V/def2-TZVPD) for a cluster of 5 separate species, C22H34F12O11 in total in a non-equilibrium geometry.

XYZ file:
```
79
Properties=species:S:1:pos:R:3:forces:R:3
C 2.6668 0.9395 -5.4085 0.58 0.35 -0.18
O 2.9431 1.3518 -4.0979 0.09 -0.12 0.77
C 2.9409 2.7442 -3.8723 -0.38 -0.94 -0.29
C 3.1445 3.0566 -2.4233 -0.07 1.53 0.76
O 2.2857 2.3290 -1.5796 0.43 -0.69 -0.26
C 2.6377 2.4554 -0.2297 -0.08 0.45 0.73
C 1.7612 1.5720 0.6273 -0.21 -1.14 -1.22
O 2.1721 1.6332 1.9520 0.06 0.85 0.49
C 1.2359 1.0096 2.7933 -0.63 -0.37 -0.15
H 3.4687 1.2922 -6.0759 -0.14 -0.18 -0.10
H 1.7177 1.3279 -5.8028 -0.06 -0.08 0.20
H 2.6691 -0.1484 -5.3749 -0.12 0.05 -0.20
H 1.9513 3.1147 -4.1628 0.09 0.33 -0.24
H 3.7455 3.2188 -4.4417 -0.16 0.27 -0.17
H 2.8924 4.1270 -2.3124 -0.15 0.04 -0.17
H 4.1832 3.0918 -2.0713 0.11 -0.97 -0.18
H 2.5120 3.5034 0.0718 0.16 0.01 0.17
H 3.6667 2.1442 -0.0098 0.09 0.22 -0.35
H 1.8541 0.5364 0.2609 0.21 -0.04 0.00
H 0.6938 1.7563 0.4404 -0.05 0.59 0.55
H 1.4232 1.1715 3.8512 0.54 0.10 -0.11
H 1.2237 -0.0611 2.5698 -0.07 -0.10 0.24
H 0.2325 1.4086 2.6006 -0.03 0.00 -0.04
C -4.9073 -1.1743 0.6597 0.38 -0.10 0.58
C -4.8184 -0.4848 2.0130 0.23 0.26 -0.30
O -5.7671 -1.0687 2.9121 -0.83 -0.50 0.18
C -5.8987 -0.4689 4.0866 0.77 -0.31 -0.85
O -5.2151 0.4340 4.4511 0.04 0.62 0.69
C -7.0373 -1.0830 4.9044 -0.21 0.24 0.06
F -8.1853 -0.4838 4.5479 -0.13 -0.12 -0.12
F -7.1432 -2.3887 4.6913 -0.13 -0.18 0.01
F -6.8687 -0.8716 6.2032 0.17 -0.03 0.11
H -4.2836 -0.6075 -0.0325 -0.10 -0.59 0.16
H -5.9155 -1.2471 0.2581 -0.09 0.17 0.12
H -4.4994 -2.1777 0.7831 -0.06 -0.08 -0.25
H -4.9840 0.5930 1.9782 -0.26 -0.35 0.03
H -3.8207 -0.6272 2.4362 0.00 0.03 0.02
C -0.8197 0.4627 -3.2532 -0.49 -0.25 -0.02
C -0.5751 1.6414 -2.3100 0.56 -1.25 -1.35
O -1.7716 2.1224 -1.7159 -0.93 0.92 -0.04
C -2.3906 1.3866 -0.8328 0.55 -0.18 0.13
O -2.0030 0.3535 -0.3690 0.02 -0.14 -0.20
C -3.7220 1.9670 -0.3337 0.44 0.76 -0.04
F -3.7289 1.9203 0.9994 0.09 0.10 0.02
F -3.8999 3.2366 -0.6864 -0.10 0.09 -0.19
F -4.7302 1.2412 -0.7984 -0.39 0.24 -0.31
H -0.9393 -0.5066 -2.7706 0.17 0.09 0.19
H -0.0025 0.4043 -3.9718 0.12 -0.05 0.15
H -1.7334 0.6176 -3.8343 0.04 0.20 0.01
H -0.2164 2.4169 -2.9824 -0.04 0.50 0.64
H 0.1738 1.3921 -1.5688 -0.07 0.18 0.08
C 0.0484 -1.8356 0.4545 -0.30 0.25 1.36
C -1.0502 -1.3582 1.3990 -1.22 -0.53 0.11
O -1.1193 -2.1645 2.6068 0.82 -0.37 0.87
C -1.7480 -3.3123 2.5482 -0.05 -0.07 -0.92
O -2.3867 -3.7241 1.6216 -0.25 -0.11 -0.22
C -1.5665 -4.2149 3.7686 0.12 0.95 0.80
F -0.9899 -3.5800 4.7954 0.14 0.18 0.12
F -2.7507 -4.6364 4.1896 -0.33 -0.40 -0.05
F -0.7968 -5.2441 3.4624 0.14 -0.59 -0.28
H 0.9671 -1.8810 1.0436 0.24 0.15 -0.28
H 0.1425 -1.1284 -0.3646 -0.09 -0.29 0.07
H -0.1462 -2.8563 0.1335 -0.19 0.10 -0.33
H -2.0521 -1.4345 0.9728 0.36 0.09 -0.23
H -0.9554 -0.3708 1.8392 0.36 0.13 -0.49
C 6.8104 -0.6313 -0.2480 -0.21 0.16 -0.25
C 5.4777 0.0821 -0.2063 -0.06 0.29 -0.04
O 4.5990 -0.5337 -1.1771 -0.17 1.10 -0.78
C 3.6991 -1.3864 -0.7674 0.82 -1.06 0.55
O 3.6842 -1.9184 0.3075 -0.58 0.12 0.10
C 2.7095 -1.7580 -1.8887 -0.07 0.67 0.04
F 3.2627 -1.6348 -3.0959 -0.15 -0.26 0.07
F 2.2427 -2.9883 -1.7281 0.07 0.04 -0.11
F 1.6719 -0.8962 -1.8178 0.20 -0.14 -0.38
H 6.6364 -1.6568 0.0735 0.49 0.04 0.35
H 7.5630 -0.0677 0.3024 -0.11 -0.37 0.50
H 7.2145 -0.6699 -1.2613 -0.34 0.04 -0.14
H 5.5561 1.1347 -0.4842 0.07 -0.16 -0.39
H 4.9581 0.0914 0.7520 0.30 -0.41 0.17
```
Forces are in eV/Å.

## Properties
Orbital gap ... 0.395 Eh
SMILES ... CCOC(=O)C(F)(F)F.CCOC(=O)C(F)(F)F.CCOC(=O)C(F)(F)F.CCOC(=O)C(F)(F)F.COCCOCCOC
Energy ... -78496.909 eV

=====

Record 3
Density functional theory data (wB97M-V/def2-TZVPD) for a cluster of 3 separate species, C22H34F3N2O8S in total.

XYZ file:
```
70
Properties=species:S:1:pos:R:3:forces:R:3
C -3.2056 -0.9025 2.2832 0.09 -0.08 -0.51
C -4.3952 -0.0909 1.8545 0.04 0.03 0.33
O -5.0410 0.5819 2.5827 -0.19 -0.02 0.01
O -4.7792 -0.1732 0.5112 0.00 0.09 -0.23
C -3.7844 0.0901 -0.4693 -0.26 -0.31 0.09
C -3.1373 -1.2016 -0.9205 -0.11 -0.17 0.11
N -4.0165 -2.2150 -1.0534 0.17 -0.09 -0.05
C -3.6895 -3.4628 -1.4113 0.30 0.10 0.01
C -2.3712 -3.7779 -1.6874 -0.01 0.21 0.17
C -2.0063 -5.1834 -2.0812 -0.38 0.18 0.10
C -1.4378 -2.7357 -1.5657 -0.48 -0.48 -0.19
C -0.0013 -3.0587 -1.8711 0.19 -0.32 -0.02
O 0.8388 -3.2003 -1.0468 0.11 0.22 0.08
O 0.1585 -3.2143 -3.2170 -0.02 0.88 -0.16
N 1.4188 -2.6105 -3.6285 0.14 -0.26 0.05
C 1.2168 -1.7466 -4.4918 -0.46 -0.26 0.08
S 0.9655 -0.6668 -5.5590 0.23 0.05 -0.02
C -1.7978 -1.4349 -1.1887 0.01 -0.10 -0.12
C -0.7892 -0.3212 -1.1118 0.01 0.23 0.06
C 0.1402 -0.3941 0.0979 0.11 0.04 0.16
C 0.9795 0.8559 0.2033 -0.28 -0.17 0.05
F 1.7726 1.0121 -0.8683 0.07 0.01 0.06
F 1.7348 0.7966 1.3009 0.26 0.15 -0.02
F 0.2158 1.9647 0.2937 -0.01 0.03 0.00
H -2.3090 -0.2809 2.2319 -0.03 -0.02 0.22
H -3.3638 -1.2411 3.3007 0.13 0.12 0.11
H -3.0317 -1.7666 1.6428 -0.06 -0.05 0.03
H -3.0627 0.8227 -0.1219 0.07 0.02 -0.03
H -4.3401 0.4923 -1.3176 0.16 0.25 -0.04
H -4.9862 -2.0104 -0.8277 0.00 0.04 0.12
H -4.4904 -4.1862 -1.4602 -0.04 0.02 -0.01
H -2.3176 -5.3645 -3.1092 0.19 -0.03 -0.10
H -0.9449 -5.3780 -1.9715 0.06 -0.06 -0.06
H -2.5607 -5.8822 -1.4562 0.10 -0.08 0.03
H -1.3086 0.6330 -1.0509 -0.04 0.00 -0.16
H -0.2127 -0.2738 -2.0384 0.07 -0.14 -0.01
H 0.8347 -1.2293 0.0664 -0.05 -0.08 -0.09
H -0.4181 -0.4785 1.0325 -0.04 0.00 0.00
C -0.3624 0.2778 4.1243 -0.01 0.01 0.08
O -0.2497 -1.1105 3.8583 -0.03 0.04 -0.12
C 1.0989 -1.5705 3.8087 -0.06 -0.08 -0.17
C 1.5265 -2.2490 5.0895 0.09 0.07 0.14
O 1.5666 -1.3398 6.1725 -0.09 0.05 -0.06
C 0.4528 -1.4319 7.0431 0.05 -0.01 0.03
H -1.4097 0.4853 4.3419 0.01 0.00 0.02
H 0.2412 0.5730 4.9842 0.00 0.01 -0.01
H -0.0543 0.8731 3.2561 0.04 0.02 0.03
H 1.7741 -0.7406 3.5810 0.00 0.01 0.03
H 1.1627 -2.2933 2.9883 0.03 0.00 0.01
H 2.5373 -2.6447 4.9527 -0.02 -0.02 -0.03
H 0.8609 -3.0890 5.3124 -0.02 -0.01 -0.01
H 0.5044 -2.3443 7.6457 -0.03 -0.01 -0.02
H -0.4919 -1.4177 6.4933 -0.01 0.00 0.00
H 0.4898 -0.5716 7.7081 0.03 -0.01 0.01
C 3.2461 4.6458 -5.3084 -0.02 0.02 0.00
O 2.2672 4.5130 -4.2926 0.04 -0.02 -0.03
C 2.5721 3.5180 -3.3328 -0.21 0.07 0.00
C 3.1271 4.1176 -2.0587 0.19 -0.11 0.07
O 4.3905 4.7162 -2.2738 -0.03 0.04 -0.07
C 4.3464 6.1288 -2.3804 0.02 -0.01 0.02
H 3.0152 5.5519 -5.8647 -0.03 -0.01 -0.01
H 4.2513 4.7303 -4.8901 0.01 -0.01 0.00
H 3.2125 3.7932 -5.9959 0.04 -0.01 0.01
H 3.2776 2.7868 -3.7416 0.04 0.01 0.01
H 1.6373 2.9952 -3.0980 0.03 -0.02 0.02
H 3.2650 3.3186 -1.3231 -0.03 0.00 0.00
H 2.4192 4.8423 -1.6436 -0.03 0.01 -0.03
H 4.1577 6.5863 -1.4037 -0.03 0.01 -0.01
H 3.5788 6.4561 -3.0854 -0.01 0.01 0.00
H 5.3203 6.4568 -2.7377 0.02 -0.01 0.02
```
Forces are in eV/Å.

## Properties
Orbital gap ... 0.223 Eh
Total charge ... +1
Energy ... -61702.723 eV

=====

Q: Which of these has the highest energy?
A: C22H34F3N2O8S

=====

Q: Which of these has the highest energy?
A: C22H34F3N2O8S